This record from the OMol25 dataset describes a 4-piece molecular cluster, C6H20NO4 overall. The level of theory is ωB97M-V/def2-TZVPD.

Last column: Löwdin charge in e.
Atoms and positions in Å:
C (-0.97431, -0.67379, 0.27569)  -0.2426
N (-0.17874, 0.28641, -0.58020)  -0.0578
C (-0.31007, 1.69548, -0.52947)  -0.2826
C (1.05422, 2.35696, -0.17776)  -0.1910
C (1.59832, 1.93773, 1.23662)  -0.4751
O (2.26909, 0.83364, 1.03734)  -0.3509
C (-1.23795, -2.06680, -0.35940)  -0.2778
C (-2.29650, -2.82610, 0.41672)  -0.1074
H (-0.42718, -0.91614, 1.32991)  0.1299
H (-1.86066, -0.15358, 0.71715)  0.1048
H (0.84179, 0.10669, -0.63620)  0.0982
H (-0.41909, 2.23168, -1.51597)  0.0942
H (-1.14371, 2.09730, -0.00494)  0.0882
H (1.74117, 2.27007, -0.90580)  0.0394
H (0.94628, 3.44478, -0.13462)  0.0886
H (2.25846, 2.86486, 1.62796)  0.0897
H (0.79773, 1.88752, 2.09058)  0.1051
H (-1.50101, -1.88449, -1.43173)  0.0828
H (-0.20791, -2.58521, -0.32239)  0.1260
H (-2.62220, -3.68341, 0.05099)  0.0055
H (-3.08938, -2.18976, 0.68801)  0.0515
H (-1.61569, -3.05001, 1.32969)  0.1138
H (1.69861, -1.23786, 1.01814)  0.0219
H (2.18863, -0.63064, 2.32680)  0.0314
O (1.70263, -1.43334, 1.99707)  -0.1622
H (3.43735, 0.07377, -0.22472)  0.0546
H (3.07051, 0.98405, -1.30727)  -0.0503
O (3.51247, 0.17159, -1.24240)  -0.1132
H (-3.15981, 0.54976, -1.56534)  0.1285
H (-2.61296, -0.39194, -2.78030)  0.0123
O (-3.46009, -0.06924, -2.42415)  -0.1557

Forces on the atoms, in the same order (eV/Å):
1.8 0.7 2.6
-0.4 -2.3 -0.2
2.0 2.1 -1.7
-3.8 1.8 5.0
0.3 2.2 -0.2
1.6 -1.7 0.8
1.2 1.1 -1.5
4.7 2.8 3.3
-0.8 0.6 -2.3
0.1 -0.3 -1.1
-1.1 -0.4 0.5
-0.7 -1.1 -0.2
-0.6 -0.1 1.2
2.5 -1.1 -2.4
-0.6 0.4 -0.1
-0.7 -1.1 -0.5
0.3 0.1 -1.3
0.2 -0.3 0.7
-1.7 0.5 -0.3
-1.3 -3.9 -2.0
-1.1 0.7 0.4
-1.9 0.0 -0.7
0.1 0.1 1.8
-0.7 -0.5 -1.0
0.5 -0.2 -0.6
-0.2 0.4 -1.8
-0.9 1.7 -0.3
1.1 -2.2 1.9
-0.9 -2.7 -3.6
-0.3 0.3 0.4
1.3 2.4 3.2

## Properties
Energy relative to the best compared isomer or geometry (same formula, charge and spin) (kcal per mole): 93.36
Total charge: -1



This record from the OMol25 dataset describes a 5-piece molecular cluster, C6H20NO4 overall. The level of theory is ωB97M-V/def2-TZVPD.

Last column: Löwdin charge in e.
Atoms and positions in Å:
C (-1.09119, 0.02539, -2.06341)  -0.0914
C (-0.84231, 1.56407, -2.10724)  -0.1820
C (-0.34946, 2.05634, -0.79014)  -0.1144
C (-0.97866, 1.69791, 0.37010)  -0.1226
C (-0.41900, 2.07751, 1.70151)  -0.1591
C (-1.07014, 1.91981, 2.82111)  0.0193
N (-0.33561, -0.72316, -0.86951)  0.1186
H (-0.46085, -0.41647, -2.93407)  0.1394
H (-2.22040, -0.26998, -1.87007)  0.1599
H (-0.00446, 1.65272, -2.82073)  0.1137
H (-1.76596, 2.16221, -2.42581)  0.1530
H (0.35134, 2.86492, -0.74603)  0.1122
H (-1.87670, 1.34721, 0.32560)  0.0433
H (0.69083, 2.34184, 1.62450)  0.1315
H (-2.10714, 1.74665, 2.72125)  0.0546
H (-0.66430, 2.04535, 3.78545)  0.0568
H (0.20376, -1.61910, -1.02810)  0.0965
H (-1.00234, -0.63821, -0.11767)  0.0765
H (0.41555, -0.04942, -0.53280)  0.1404
H (1.41020, -2.55053, -2.44081)  0.0118
H (2.06108, -2.51663, -0.88120)  0.1442
O (1.62313, -2.01453, -1.74463)  -0.0752
H (-3.34542, -0.80923, 1.31113)  0.0692
H (-2.29055, -1.05199, 2.40289)  -0.0181
O (-2.43646, -0.74993, 1.59272)  0.0278
H (2.05582, -1.99404, 1.79150)  0.0948
H (2.27469, -3.43229, 1.19564)  0.0375
O (1.76343, -2.65003, 1.08159)  -0.0886
H (3.22284, -0.33650, -0.45236)  0.0451
H (4.05537, -0.85020, 0.73202)  0.0922
O (3.13290, -0.82968, 0.36757)  -0.0867

Forces on the atoms, in the same order (eV/Å):
0.5 -2.1 -0.1
0.0 -0.1 -0.2
-1.8 0.0 2.0
6.2 4.5 -0.3
2.4 -0.2 -2.4
-0.4 0.3 0.1
0.2 3.1 0.1
-2.3 0.4 1.0
2.5 0.4 -1.2
-0.7 0.6 0.0
1.3 -1.1 0.1
1.0 -0.2 -0.1
-5.2 -2.9 -0.1
-1.6 -0.3 0.5
-1.0 -0.6 0.3
0.5 0.3 0.9
-0.8 0.5 -0.4
-0.2 -1.0 0.9
-0.9 -1.0 -0.6
-0.3 -2.8 -2.6
-1.6 1.6 -3.0
2.4 0.7 5.5
-0.4 -0.3 0.5
0.5 -2.1 5.4
-0.1 2.3 -6.1
-0.5 -1.5 -1.7
0.6 -1.0 0.5
-0.9 1.3 1.3
0.1 0.1 -0.2
-1.2 0.1 -0.5
1.9 0.8 0.2

## Properties
Energy relative to the best compared isomer or geometry (same formula, charge and spin) (kcal per mole): 87.66
Total charge: +1



This record from the OMol25 dataset describes C6H21N4O7Tl as an isolated structure. The level of theory is ωB97M-V/def2-TZVPD.

Last column: Löwdin charge in e.
Atoms and positions in Å:
Tl (-2.57575, 2.48592, -1.30957)  1.1245
O (-1.07718, 0.18918, -0.49764)  -0.3687
H (-0.52417, 0.71379, -1.09627)  -0.0416
C (-1.01193, 0.26948, 2.87881)  -0.1198
C (-1.04174, -1.25117, 3.46818)  -0.1093
O (0.08345, -1.48722, 4.18366)  0.1154
O (-1.95379, 0.34417, 1.93124)  0.1157
H (-0.01180, 0.43997, 2.45884)  0.1252
H (-1.21260, 0.98045, 3.68179)  0.1639
H (-1.11300, -1.98008, 2.66121)  0.1371
H (-1.96577, -1.28983, 4.05606)  0.1652
H (-0.04569, -1.17034, 5.09320)  0.1580
H (-1.54094, 0.33817, 1.02746)  0.0372
C (-0.57156, -3.17326, -0.88003)  -0.1802
C (0.60331, -2.91753, 0.03155)  -0.1902
O (1.03677, -1.58036, 0.03601)  -0.0281
O (-1.71645, -2.45094, -0.51281)  0.0429
H (-0.83277, -4.22984, -0.91278)  0.1470
H (-0.38129, -2.87233, -1.92640)  0.1531
H (1.45051, -3.58506, -0.13897)  0.1444
H (0.30220, -3.19637, 1.06147)  0.1390
H (0.29733, -1.00593, -0.23677)  0.0184
H (-1.52535, -1.49404, -0.42049)  0.0339
C (0.91320, 2.69261, 0.96795)  -0.6177
O (-0.26799, 2.89791, 0.66919)  -0.0495
N (1.47937, 1.44977, 0.82439)  0.2178
N (1.77368, 3.68678, 1.27175)  0.2044
H (0.87140, 0.68961, 0.57649)  0.0449
H (2.46247, 1.25838, 0.92944)  0.1335
H (1.41879, 4.62685, 1.30516)  0.1322
H (2.71537, 3.48227, 1.55412)  0.1211
C (0.06470, 1.12877, -3.91065)  -0.6277
O (-1.00015, 1.61894, -3.52180)  -0.1241
N (0.52068, -0.09651, -3.46361)  0.1694
N (0.90633, 1.77306, -4.75525)  0.1898
H (1.13310, -0.66908, -4.01793)  0.1138
H (-0.04363, -0.54897, -2.76892)  0.0692
H (0.64400, 2.62449, -5.21895)  0.1254
H (1.73690, 1.30827, -5.07914)  0.1145

Forces on the atoms, in the same order (eV/Å):
0.2 0.0 -0.3
-0.1 0.1 0.7
-0.1 0.0 0.0
-0.1 2.2 -1.6
0.1 -2.3 1.2
-0.6 0.4 -0.1
-0.1 0.1 0.9
0.2 -0.5 0.2
-0.3 -0.4 0.4
0.3 0.5 -0.6
0.1 0.3 0.1
0.3 -0.1 0.1
0.3 -0.3 -1.4
-0.5 0.0 -0.2
0.5 -0.2 0.5
0.1 0.0 -0.1
-0.2 0.0 0.4
-0.1 0.0 0.1
0.6 -0.2 0.1
0.1 0.2 -0.4
-0.3 0.0 -0.1
-0.1 0.0 0.1
0.0 0.2 -0.3
0.7 0.7 -1.1
-0.2 -0.5 0.2
-0.4 -0.2 0.7
-0.4 -0.5 0.2
0.1 0.0 -0.3
0.0 0.1 0.0
0.1 0.0 0.1
0.1 0.3 0.0
0.4 0.1 -0.3
0.0 0.0 0.7
-0.2 0.5 0.1
-0.1 -0.5 0.1
0.1 0.0 0.0
-0.2 -0.2 -0.3
-0.3 0.0 0.1
0.0 0.1 0.0

## Properties
Total charge: +2



This record from the OMol25 dataset describes a 5-piece molecular cluster, C6H21NO5 overall. The level of theory is ωB97M-V/def2-TZVPD.

Last column: Löwdin charge in e.
Atoms and positions in Å:
N (-1.32723, 2.69277, 3.15062)  0.0330
C (-0.71237, 2.29393, 1.95485)  -0.2180
C (0.27128, 1.39491, 1.91158)  -0.1211
C (0.86823, 0.77374, 0.68052)  -0.2109
C (0.54506, 1.50713, -0.63864)  -0.1956
C (-0.86092, 1.23913, -1.19250)  -0.1929
C (-0.91858, 0.19500, -2.27667)  -0.2128
O (-1.00671, -1.15813, -1.74174)  -0.1151
H (-1.27653, 2.03119, 3.89986)  0.0734
H (-2.24935, 3.06231, 3.01164)  0.0686
H (-1.01495, 2.81327, 1.06128)  0.1038
H (0.66264, 1.02859, 2.85863)  0.1023
H (1.94040, 0.58816, 0.75816)  0.1034
H (0.38138, -0.21226, 0.59815)  0.0860
H (0.75721, 2.56735, -0.47759)  0.1095
H (1.31222, 1.18011, -1.35047)  0.0960
H (-1.27818, 2.18915, -1.52034)  0.1112
H (-1.50027, 0.95803, -0.35267)  0.0959
H (-0.03276, 0.24990, -2.92107)  0.1177
H (-1.78386, 0.21425, -2.91653)  0.1102
H (-0.12944, -1.39010, -1.38167)  0.0330
O (1.36950, -2.49569, -1.17486)  -0.0700
H (1.99943, -1.85235, -0.82054)  0.0156
H (0.87712, -3.07976, -0.56836)  0.0192
O (3.69511, -0.70632, -1.37519)  -0.0490
H (3.25974, -0.59370, -2.22476)  0.0453
H (4.19183, -1.52986, -1.39693)  0.0523
O (-2.01798, -1.49451, 0.79401)  -0.0643
H (-2.82754, -1.07800, 1.09728)  0.0452
H (-1.88284, -1.23461, -0.13859)  0.0055
O (-0.14349, -3.67123, 0.92792)  -0.0610
H (-0.94077, -3.65727, 0.37486)  0.0489
H (-0.22740, -2.82515, 1.38974)  0.0346

Forces on the atoms, in the same order (eV/Å):
0.1 0.6 -0.6
0.7 -0.5 0.5
0.3 0.1 0.0
-0.8 -0.1 -0.4
0.9 -0.3 0.4
0.0 0.7 0.5
0.2 -1.4 0.1
0.3 0.9 0.2
0.0 -0.2 0.1
-0.2 0.0 0.2
-0.4 0.1 -0.1
-0.2 -0.2 0.0
0.0 0.2 0.2
0.3 -0.1 0.1
-0.3 0.1 -0.1
-0.2 0.0 -0.2
-0.1 0.1 -0.5
-0.1 -0.2 -0.1
-0.1 0.1 0.0
-0.4 0.6 -0.2
0.0 -0.4 -0.3
-0.3 0.2 -1.2
-0.2 -0.5 0.7
0.8 0.5 0.7
-0.2 0.2 0.4
0.2 -0.2 -0.2
0.0 0.0 -0.3
0.0 -0.1 0.1
0.0 0.0 0.0
0.0 -0.1 0.0
-0.1 0.1 -0.4
0.0 -0.1 0.3
-0.1 -0.1 0.1

## Properties
Energy relative to the best compared isomer or geometry (same formula, charge and spin) (kcal per mole): 49.21
SMILES string: N/C=C/CCCCO.O.O.O.O
Total charge: 0



This record from the OMol25 dataset describes a 6-piece molecular cluster, C6H21NO5 overall. The level of theory is ωB97M-V/def2-TZVPD.

Last column: Löwdin charge in e.
Atoms and positions in Å:
C (2.80849, -1.85627, -0.16867)  0.0124
C (2.26408, -0.93807, 0.61308)  -0.1974
C (0.79217, -0.79268, 0.77274)  -0.1335
C (0.22303, -1.53700, 1.71948)  -0.1388
C (-1.21103, -1.56365, 2.12650)  -0.1643
C (-1.85491, -2.71064, 1.17249)  -0.2704
N (-1.70655, -2.50995, -0.24869)  -0.0004
H (2.13367, -2.41845, -0.81575)  0.0633
H (3.85886, -2.10737, -0.18027)  0.0524
H (2.90050, -0.31861, 1.24404)  0.0898
H (0.29719, 0.00300, 0.24007)  0.0687
H (0.86483, -2.22570, 2.28853)  0.1218
H (-1.43863, -1.79153, 3.15609)  0.0947
H (-1.75417, -0.63114, 1.89158)  0.0958
H (-2.89709, -2.64920, 1.51602)  0.0924
H (-1.51813, -3.72193, 1.41758)  0.1092
H (-1.76224, -1.59069, -0.65247)  0.0492
H (-0.83047, -2.93356, -0.51390)  0.0621
O (0.47528, 1.93379, -0.67695)  -0.1039
H (-0.24550, 2.22657, -1.30741)  0.0252
H (0.56066, 2.66652, -0.06449)  0.0525
O (-1.56014, 3.10318, -1.96243)  -0.0501
H (-1.88288, 2.76323, -2.81284)  0.0849
H (-2.06879, 2.84206, -1.17420)  0.0298
O (1.28061, 0.80075, -3.13221)  -0.0679
H (1.47032, 1.58000, -3.65612)  0.0274
H (0.99227, 1.24020, -2.30545)  -0.0116
O (1.99393, 2.34232, 1.58144)  -0.0550
H (2.83105, 2.07508, 1.95983)  0.0388
H (1.72782, 1.86744, 0.77710)  -0.0068
O (-2.76058, 1.28031, -0.32775)  -0.0496
H (-2.98656, 0.35132, -0.28055)  0.0392
H (-1.84370, 1.40835, -0.00453)  0.0398

Forces on the atoms, in the same order (eV/Å):
-0.5 -0.2 -0.2
0.2 0.0 -0.1
0.5 -0.2 0.8
0.2 0.4 1.1
-0.2 -0.9 -2.4
-1.0 1.6 1.5
0.0 -1.2 0.1
0.3 -0.1 0.1
0.1 0.2 -0.1
-0.1 0.0 0.0
-0.3 -0.1 0.0
-0.2 0.2 -0.4
0.3 -0.2 0.4
0.3 -0.2 -0.1
-0.1 -0.4 -0.6
0.2 0.3 0.0
0.0 0.3 0.4
0.1 0.3 -0.4
-1.0 0.1 -0.5
0.6 0.2 0.4
0.0 0.6 0.0
0.8 0.5 0.0
-0.4 -0.1 1.0
-0.7 -0.1 -1.4
-0.4 0.6 0.6
0.2 0.0 -0.5
0.5 -0.7 -0.2
-0.9 0.7 0.0
0.1 -0.4 -0.5
1.2 -0.5 0.7
0.6 0.7 0.3
0.2 -0.2 0.1
-0.7 -0.8 0.0

## Properties
Energy relative to the best compared isomer or geometry (same formula, charge and spin) (kcal per mole): 87.41
SMILES string: C=C/C=C/CCN.O.O.O.O.O
Total charge: 0



This record from the OMol25 dataset describes a 4-piece molecular cluster, C6H21NO5 overall. The level of theory is ωB97M-V/def2-TZVPD.

Last column: Löwdin charge in e.
Atoms and positions in Å:
C (0.94186, 3.65120, 0.77730)  -0.0907
O (0.81031, 2.39629, 0.09340)  -0.1790
C (-0.29621, 2.43857, -0.78244)  -0.2554
C (-0.36128, 1.08291, -1.44263)  -0.1689
N (-0.32184, -0.06334, -0.50655)  -0.0749
C (-1.40385, -0.00762, 0.42050)  -0.2151
C (-1.10112, -0.88466, 1.59796)  -0.1913
O (0.13851, -0.43961, 2.21295)  -0.1843
C (0.42387, -1.18412, 3.30552)  -0.1639
H (0.95525, 4.46839, 0.04843)  0.0844
H (1.87337, 3.76570, 1.32915)  0.0861
H (0.12300, 3.85011, 1.46761)  0.0849
H (-0.17783, 3.17951, -1.58219)  0.1280
H (-1.20048, 2.68323, -0.19793)  0.1150
H (0.58766, 0.98254, -2.03425)  0.1342
H (-1.25813, 1.00592, -2.08535)  0.1358
H (0.45487, 0.09727, 0.07985)  0.0930
H (-2.31355, -0.51851, -0.04138)  0.1515
H (-1.60119, 1.01264, 0.76739)  0.1158
H (-1.05018, -1.98756, 1.37348)  0.1419
H (-1.85063, -0.74571, 2.35227)  0.1089
H (1.06067, -0.65335, 3.99146)  0.0845
H (0.95020, -2.06962, 2.98433)  0.0768
H (-0.51027, -1.54750, 3.87091)  0.1146
O (2.00915, -3.45042, -0.48583)  -0.0871
H (1.75822, -3.21103, 0.42213)  0.0210
H (1.15321, -3.68145, -0.90562)  0.0141
O (0.53842, -0.85463, -4.07129)  -0.0569
H (1.35162, -1.17397, -4.47417)  0.0401
H (0.38328, -1.41017, -3.31673)  -0.0230
O (-0.38787, -2.46084, -1.68949)  -0.0918
H (-0.44620, -1.51452, -1.42180)  -0.0061
H (-1.23286, -2.75567, -2.05701)  0.0578

Forces on the atoms, in the same order (eV/Å):
0.1 0.2 -0.6
0.3 1.1 0.6
-0.2 -0.2 0.3
1.0 -0.6 -0.6
-0.7 1.1 -1.2
-1.7 -1.6 0.0
1.2 -0.4 0.7
-1.6 1.1 -1.9
-0.8 -1.8 1.8
-0.1 0.0 -0.1
0.1 -0.7 -0.1
-0.3 -0.3 0.1
0.1 0.2 0.2
0.1 0.1 -0.3
-1.1 0.1 0.1
0.5 0.0 0.1
1.7 0.0 0.4
0.7 1.2 0.4
-0.3 -0.3 0.0
0.1 1.0 -0.2
-0.8 -0.1 0.4
0.2 0.4 0.2
0.3 -0.8 0.1
1.1 0.6 -0.6
-0.6 -0.3 0.3
0.2 -0.1 -0.5
0.6 0.5 0.2
0.2 0.7 -0.8
-0.1 0.0 0.1
-0.1 -0.8 0.7
-0.3 -0.8 -0.7
0.0 0.2 0.6
0.2 0.3 0.1

## Properties
Energy relative to the best compared isomer or geometry (same formula, charge and spin) (kcal per mole): 75.31
SMILES string: COCCNCCOC.O.O.O
Total charge: 0



| no. | HOMO-LUMO gap (eV) | F_max (Eh/bohr) | LUMO level (Ha) |
| --- | --- | --- | --- |
| 1 | 6.90 | 0.1279 | 0.1227 |
| 2 | 9.13 | 0.1497 | -0.1001 |
| 3 | 3.00 | 0.0537 | -0.4693 |
| 4 | 8.54 | 0.0283 | 0.0227 |
| 5 | 9.38 | 0.0494 | 0.0129 |
| 6 | 10.49 | 0.0525 | 0.0264 |